Record 1
Here is a structure of composition C17H28ClMnO2P at a distorted geometry from the OMol25 dataset. Energies are from ωB97M-V/def2-TZVPD.

The geometry in XYZ format:
```
50
Properties=species:S:1:pos:R:3:forces:R:3:lowdin_charge:R:1
Cl 0.1281 2.7988 -1.1335 -0.6111 -0.5671 -0.0320 0.395
C -3.0682 2.1166 -2.7312 0.0378 -0.0425 -1.8966 -0.082
C -3.0958 0.6649 -2.6490 0.3290 -0.1905 -1.2189 -0.074
C -1.8264 0.1718 -3.1714 -0.9688 1.0245 -0.6072 -0.039
H -3.9468 0.0488 -2.3612 0.3396 0.1936 0.1853 0.159
C -1.0337 1.3058 -3.5730 -0.8261 -0.5239 -0.4411 -0.314
C -1.8250 2.4891 -3.3464 -0.9604 -0.1207 -0.0249 -0.052
H -1.5237 3.5012 -3.6292 -0.0145 -0.3679 0.4826 0.159
H -3.8670 2.8052 -2.4578 0.2021 -0.2956 -0.0304 0.156
H -1.5317 -0.8573 -3.3373 -0.0946 0.0371 0.3580 0.151
C 0.3425 1.2383 -4.1412 0.1588 -0.0534 0.2871 -0.006
Mn -1.5940 1.4084 -1.4952 2.8004 1.0410 0.7386 0.316
C -1.7349 -0.1592 -0.3089 -1.0299 -3.6987 1.0213 -0.297
C -2.5684 1.8824 0.0416 -1.4105 2.7172 7.2714 -0.035
O -2.5219 -1.0735 -0.2315 2.7921 3.1862 -0.0147 0.081
O -2.7663 2.1739 1.1641 0.5847 -1.5806 -5.8130 0.237
H 0.8090 0.2822 -3.8706 -0.0626 0.2411 -0.1793 0.101
H 0.9603 2.0567 -3.7563 -0.1278 -0.1442 -0.1902 0.080
H 0.3008 1.3106 -5.2348 -0.0637 -0.0096 0.1636 0.122
C -0.9963 -2.6662 1.8978 -0.1885 -0.2980 -0.0891 -0.094
C -0.5026 -1.2846 2.3537 -0.9215 0.4668 0.0724 -0.481
C 0.3941 -1.4026 3.5902 0.4478 0.1300 0.1855 -0.082
P 0.1624 -0.2399 0.9629 1.0444 -1.5218 0.5101 1.231
C 1.1811 1.2685 1.5039 -0.7305 0.8659 -0.5776 -0.505
C 1.2827 1.5472 3.0002 -0.0806 -0.1939 0.3604 -0.094
C 2.5690 1.3874 0.8410 -0.1371 -0.1673 -0.2439 -0.107
C 1.3667 -1.2812 0.0053 -0.4504 0.5313 -0.8629 -0.495
C 2.4179 -1.9554 0.8897 0.1944 -0.1857 0.2483 -0.070
C 0.6616 -2.2608 -0.9397 0.1122 -0.2086 -0.0005 -0.084
H -1.6694 -2.6179 1.0386 0.2833 -0.1403 0.2003 0.057
H -0.1720 -3.3605 1.6850 -0.2119 0.2652 0.1029 0.084
H -1.5822 -3.1051 2.7183 0.2438 0.1819 -0.1437 0.106
H -1.3975 -0.6966 2.6322 0.1497 -0.2455 0.1050 0.118
H 1.4313 -1.6428 3.3204 -0.3052 0.1039 0.2162 0.074
H 0.3782 -0.4871 4.1869 0.0827 -0.3547 -0.1067 0.066
H 0.0312 -2.2198 4.2299 -0.0244 0.2083 -0.2973 0.106
H 0.5662 2.0681 1.0430 0.3717 -0.2279 0.4899 0.007
H 1.9751 0.8461 3.4827 -0.2636 0.1864 -0.0523 0.088
H 1.6978 2.5542 3.1466 -0.1612 -0.2358 -0.1967 0.105
H 0.3081 1.5151 3.4990 0.2371 0.0231 -0.0017 0.084
H 2.4983 1.3064 -0.2465 0.1860 0.0610 0.1552 0.052
H 2.9662 2.3856 1.0596 -0.2173 -0.1520 0.0303 0.106
H 3.3003 0.6653 1.2210 -0.2626 0.1834 -0.1016 0.081
H 1.8795 -0.5350 -0.6268 -0.1406 -0.2995 0.2077 0.096
H 1.9959 -2.7561 1.5096 0.0674 0.2378 -0.1783 0.083
H 3.1708 -2.4202 0.2368 -0.2265 0.1541 0.0937 0.110
H 2.9522 -1.2464 1.5349 -0.2269 -0.3007 -0.1180 0.072
H -0.0369 -1.7398 -1.6108 0.1881 -0.1890 0.1057 0.051
H 1.4225 -2.7611 -1.5544 -0.2527 0.1129 0.1091 0.104
H 0.1109 -3.0296 -0.3883 0.1181 0.1625 -0.2823 0.074
```
Positions in Å, forces in eV/Å.

## Properties
Spin multiplicity: 4
HOMO-LUMO gap (alpha / beta), eV: 6.991 / 6.359
LUMO energy (alpha / beta), eV: -8.676 / -9.781
Charge: +2
M, u: 385.77
Electronic energy, Eh: -2766.90571
F_max, eV/A: 7.9

***

Record 2
Here is an isolated molecule of C5H6BN3O2 at a distorted geometry from the OMol25 dataset. Energies are from ωB97M-V/def2-TZVPD.

The geometry in XYZ format:
```
17
Properties=species:S:1:pos:R:3:forces:R:3:lowdin_charge:R:1
B -1.7417 -1.8313 -1.2611 1.1287 1.8160 -1.5123 -0.760
C 2.8941 -0.5027 0.2459 4.1449 -0.7615 -1.9722 -0.268
C -0.9614 0.2461 -0.4969 1.5793 0.3338 0.3033 -0.109
C -1.2743 -0.2833 -1.6868 1.4027 -0.7550 3.2199 0.078
C 1.5207 -0.4875 0.1861 -0.9832 -0.1205 -1.4776 -0.049
C 1.3129 0.7404 2.2438 -0.3842 -1.8053 -0.2892 0.007
N 3.9899 -0.5173 -0.2244 -2.7179 0.1305 1.9982 0.136
N -0.4409 0.7284 0.5520 -1.9214 -0.3977 -1.4544 0.121
N 0.8125 0.2080 0.9716 0.2071 0.5618 0.4212 -0.174
O -2.7468 -2.4759 -1.7877 -2.3187 3.4544 -2.6249 0.254
O -0.9209 -2.4993 -0.4706 2.7177 -2.2645 1.5555 0.178
H -0.2884 -0.1270 -2.2481 -1.6504 -0.0620 -0.0707 0.138
H 2.3683 0.6722 2.2032 1.1154 0.8272 -0.2767 0.070
H 0.8773 1.6455 2.5147 -0.4729 1.6569 0.1716 0.071
H 1.1134 0.0120 2.9997 -0.7367 -0.4719 0.6676 0.090
H -2.8247 -3.3531 -1.6137 -0.4224 -3.8551 0.9651 0.062
H -0.7337 -3.4675 -0.6233 -0.6879 1.7129 0.3755 0.157
```
Positions in Å, forces in eV/Å.

## Properties
HOMO-LUMO gap, eV: 8.408
LUMO energy, eV: -0.264
Charge: 0
M, u: 150.93
Electronic energy, Eh: -533.59553
F_max, eV/A: 4.9

***

Record 3
Here is a structure of composition C43H51AsFI2InN2O7P from the OMol25 dataset. Energies are from ωB97M-V/def2-TZVPD.

The geometry in XYZ format:
```
109
Properties=species:S:1:pos:R:3:forces:R:3:lowdin_charge:R:1
In 0.3795 0.2482 0.5561 -0.1040 -0.2770 -0.6725 0.674
O 1.3521 1.2278 -1.2007 -0.1257 -0.1373 0.2923 -0.049
C 2.1814 1.9239 -0.5348 0.1125 0.1628 -0.0697 -0.666
O 2.7230 1.5208 0.5100 0.1064 0.0146 0.0772 -0.020
C 2.2139 3.3846 -0.8517 -0.1352 0.0032 0.0868 -0.138
C 3.1547 4.0552 -1.6128 -0.0075 0.0065 0.0065 -0.004
C 3.0527 5.4312 -1.7522 0.0092 -0.0145 0.0041 -0.055
C 2.0339 6.1278 -1.1150 -0.0074 0.0255 -0.0059 -0.060
C 1.1040 5.4537 -0.3404 -0.0345 -0.0849 0.0102 -0.077
C 1.1675 4.0663 -0.2202 0.0939 -0.0134 -0.0350 -0.284
P 0.0256 3.1471 0.8911 -0.0412 0.0779 -0.0435 1.179
C 0.3634 4.0417 2.4502 -0.0964 -0.1216 -0.0043 -0.336
C -0.6358 4.4844 3.3090 0.0005 0.0234 0.0223 -0.105
C -0.3017 5.0897 4.5134 0.0318 0.0146 0.0109 -0.074
C 1.0272 5.2610 4.8677 -0.0497 0.0098 -0.0036 -0.067
C 2.0298 4.8317 4.0077 0.0156 -0.0190 -0.0654 -0.074
C 1.7010 4.2230 2.8072 0.0409 0.0234 0.0508 -0.106
C -1.6554 3.6406 0.3871 0.0532 0.0282 0.0983 -0.344
C -1.9341 4.3025 -0.8050 0.0118 -0.0634 -0.0327 -0.084
C -3.2494 4.5733 -1.1643 0.0105 -0.0338 0.0223 -0.071
C -4.2939 4.1903 -0.3367 0.0289 0.0180 0.0127 -0.074
C -4.0233 3.5212 0.8504 -0.0191 0.0048 -0.0439 -0.058
C -2.7149 3.2388 1.2027 -0.0046 -0.0351 -0.0657 -0.133
H 3.9611 3.5103 -2.0846 0.0119 -0.0063 -0.0102 0.124
H 3.7808 5.9654 -2.3473 0.0037 0.0100 -0.0105 0.111
H 1.9704 7.2030 -1.2124 0.0070 0.0148 0.0012 0.110
H 0.3336 6.0063 0.1832 -0.0285 0.0181 -0.0078 0.121
H -1.6799 4.3683 3.0523 0.0956 0.0486 0.0484 0.079
H -1.0899 5.4278 5.1727 0.0003 0.0087 0.0175 0.111
H 1.2822 5.7374 5.8048 0.0057 -0.0017 0.0130 0.109
H 3.0700 4.9758 4.2695 0.0079 -0.0001 0.0011 0.112
H 2.4926 3.8971 2.1403 0.0046 -0.0001 -0.0347 0.115
H -1.1334 4.6000 -1.4680 0.0449 0.0253 0.0028 0.103
H -3.4530 5.0916 -2.0922 0.0003 0.0144 -0.0098 0.108
H -5.3155 4.4141 -0.6135 -0.0156 -0.0023 -0.0038 0.107
H -4.8312 3.2124 1.5004 -0.0076 -0.0084 0.0143 0.114
H -2.5194 2.6905 2.1151 -0.0346 -0.0666 0.0017 0.017
C -4.4183 -4.0589 -4.0592 0.0332 -0.0021 0.0414 -0.019
C -3.4725 -4.8811 -3.1916 -0.0577 -0.0078 -0.0320 -0.301
C -2.8420 -6.0584 -3.9205 0.0054 -0.0163 0.0223 -0.129
C -1.9390 -5.5743 -5.0444 -0.0244 0.0290 -0.0244 -0.125
C -0.9548 -4.5534 -4.5375 -0.0633 -0.0270 -0.0106 -0.123
C 0.2305 -4.3283 -5.1986 0.0060 -0.0346 -0.0371 0.066
C 1.1407 -3.3919 -4.7199 0.0226 0.0110 0.0290 -0.253
F 2.2804 -3.2098 -5.4006 0.0195 -0.0035 -0.0263 0.085
C 0.9092 -2.6741 -3.5837 0.0174 0.0825 0.0512 0.079
C -0.2873 -2.8870 -2.8882 -0.0314 0.0179 -0.0216 -0.044
C -0.5290 -2.1268 -1.6585 -0.2880 -0.2458 0.0172 -0.312
O 0.3000 -1.2665 -1.3066 0.0475 0.2090 0.2329 -0.073
C -1.7398 -2.4497 -0.9652 0.2972 0.1774 0.1632 -0.027
C -2.6151 -3.3452 -1.5174 0.0298 0.0425 -0.0031 0.043
N -2.4017 -4.0124 -2.6541 -0.0682 -0.0321 0.0568 0.022
C -1.2223 -3.8159 -3.3645 0.0912 -0.0136 -0.0221 -0.065
C -2.1268 -1.8306 0.3518 -0.3740 0.0899 -0.2649 -0.642
O -3.3185 -1.7130 0.6207 0.2276 -0.0748 -0.0071 0.000
O -1.1535 -1.4592 1.1235 0.0793 -0.0979 -0.1526 -0.428
H -5.2091 -4.6927 -4.4590 -0.0077 -0.0153 -0.0068 0.094
H -3.8904 -3.5964 -4.8933 -0.0042 0.0172 -0.0068 0.085
H -4.8818 -3.2687 -3.4680 -0.0101 0.0144 -0.0161 0.083
H -4.0190 -5.2539 -2.3241 0.0380 0.0132 0.0038 0.149
H -3.6333 -6.6983 -4.3107 -0.0024 0.0000 0.0140 0.127
H -2.2638 -6.6496 -3.2064 -0.0025 -0.0016 -0.0062 0.131
H -2.5412 -5.1331 -5.8433 0.0122 -0.0105 -0.0134 0.124
H -1.4020 -6.4105 -5.4920 0.0102 0.0047 0.0128 0.127
H 0.4752 -4.8848 -6.0944 -0.0099 -0.0077 -0.0090 0.139
H 1.6188 -1.9470 -3.2119 -0.0089 -0.0132 -0.0170 0.139
H -3.5501 -3.5375 -1.0055 -0.0296 -0.0327 -0.0279 0.155
C 4.0834 -1.4080 -0.1970 0.0195 -0.0156 0.0654 -0.142
C 3.7084 -1.4236 1.2838 0.0150 -0.0690 -0.0223 -0.374
As 1.8120 -1.7665 1.4895 0.0790 0.1756 0.1651 1.282
C 1.5299 -3.4577 0.5607 0.0980 0.0160 0.0434 -0.357
C 2.5664 -4.5426 0.8494 -0.0479 -0.0179 -0.0533 -0.135
C 1.4977 -2.0903 3.3825 0.0207 -0.0869 -0.0709 -0.372
C 2.1059 -3.3588 3.9696 -0.0452 0.0284 0.0057 -0.139
H 5.1249 -1.1135 -0.3232 0.0076 0.0035 -0.0061 0.083
H 3.4642 -0.6998 -0.7479 -0.0091 0.0259 -0.0186 0.055
H 3.9599 -2.3921 -0.6525 0.0068 0.0115 -0.0033 0.064
H 3.8928 -0.4558 1.7489 -0.0041 0.0032 -0.0195 0.064
H 4.2642 -2.1827 1.8370 0.0185 0.0180 -0.0009 0.072
H 1.5469 -3.2025 -0.4951 -0.0267 0.0235 -0.0797 0.050
H 0.5162 -3.7753 0.8066 -0.0142 -0.0164 -0.0133 0.080
H 3.5858 -4.1670 0.7584 -0.0002 -0.0101 -0.0060 0.061
H 2.4555 -5.3501 0.1237 0.0004 -0.0039 0.0171 0.080
H 2.4554 -4.9733 1.8400 0.0136 -0.0017 0.0041 0.051
H 0.4145 -2.0742 3.5084 0.0167 0.0193 0.0428 0.033
H 1.8971 -1.2046 3.8683 -0.0037 -0.0017 0.0125 0.039
H 1.5831 -4.2510 3.6300 0.0046 -0.0080 -0.0011 0.064
H 2.0200 -3.3280 5.0565 0.0102 -0.0096 0.0034 0.079
H 3.1637 -3.4640 3.7253 0.0026 -0.0066 0.0099 0.069
C -1.5601 1.2536 -2.7902 0.0289 -0.0915 -0.0202 0.040
C -2.1790 0.8321 -1.4941 0.3621 0.3810 0.3259 -0.508
N -3.4550 0.4679 -1.4878 -0.2267 -0.1310 0.0983 0.240
O -1.5257 0.8430 -0.4300 -0.3288 -0.4264 -0.1801 -0.093
H -2.2778 1.7588 -3.4342 -0.0080 -0.0033 -0.0235 0.093
H -1.1930 0.3588 -3.2988 0.0042 0.0018 -0.0275 0.098
H -0.7013 1.8875 -2.5891 -0.0005 0.0212 0.0110 0.084
H -4.0009 0.5080 -2.3308 0.0134 -0.0093 0.0310 0.126
H -3.8547 0.0438 -0.6522 0.1652 0.0970 -0.1270 0.121
I -1.9545 -0.1524 3.0802 -0.0646 0.2900 0.1896 0.624
I -2.4501 1.5816 5.0987 -0.0594 -0.0085 0.0862 0.128
C 2.6806 1.3468 5.0569 -0.0682 0.0125 0.0102 -0.055
C 1.3634 1.2793 4.3145 0.0483 0.0130 0.0392 -0.325
O 1.5632 0.9432 2.9354 -0.0434 -0.0608 -0.1641 -0.233
H 2.5018 1.6026 6.1019 0.0367 -0.0030 0.0122 0.088
H 3.3280 2.1139 4.6279 0.0092 0.0193 0.0014 0.075
H 3.2069 0.3916 5.0169 0.0082 -0.0036 0.0098 0.074
H 0.8146 2.2194 4.3983 -0.0032 -0.0057 -0.0115 0.077
H 0.7258 0.4916 4.7177 -0.0051 0.0323 -0.0085 0.071
H 2.2068 1.5349 2.5195 0.0292 0.0581 0.0583 0.047
```
Positions in Å, forces in eV/Å.

## Properties
HOMO-LUMO gap, eV: 7.949
LUMO energy, eV: -2.628
Charge: +1
M, u: 1201.41
Electronic energy, Eh: -5767.87457
F_max, eV/A: 0.7

***

Which of these has the highest M?
C43H51AsFI2InN2O7P